[1]
{
  "formula": "C23H38FO12S",
  "method": "ωB97M-V with the def2-TZVPD basis set",
  "total_energy_ev": -62590.3441,
  "total_charge": -1,
  "homo_lumo_gap_ha": 0.1213,
  "homo_energy_ev": -1.556,
  "symbols": ["H", "C", "H", "O", "O", "H", "C", "O", "H", "H", "C", "C", "H", "C", "C", "H", "O", "C", "F", "H", "C", "O", "S", "O", "H", "H", "C", "C", "H", "C", "H", "C", "H", "O", "O", "C", "H", "O", "C", "H", "H", "H", "O", "C", "H", "O", "H", "H", "H", "H", "H", "H", "C", "H", "H", "H", "H", "C", "C", "C", "O", "H", "C", "H", "H", "H", "H", "C", "H", "H", "H", "H", "H", "C", "C"],
  "xyz": [[4.599, -3.652, -3.211], [-4.427, 3.775, 3.141], [-0.084, -0.933, 0.997], [-0.787, -2.036, -2.581], [5.448, -1.188, -6.747], [-2.440, 2.483, 1.324], [-3.295, 5.047, 6.533], [6.204, -2.504, -5.129], [5.323, -10.707, -4.791], [3.896, -2.545, -6.668], [4.287, -1.708, -6.085], [-1.845, 2.125, 3.326], [-5.053, 4.656, 3.333], [5.436, -8.658, -5.386], [-5.245, 2.792, 2.280], [3.094, -3.160, -3.982], [1.001, -1.625, -1.335], [4.455, -8.062, -4.391], [-1.214, 0.963, 2.754], [-4.585, 2.362, 1.516], [5.241, -10.116, -5.704], [4.498, -5.721, -6.853], [-6.887, 2.089, 4.489], [5.179, -7.847, -6.548], [-6.581, 1.080, 2.415], [3.470, -8.532, -4.465], [-3.964, 7.170, 6.094], [0.479, -2.405, -2.295], [6.464, -8.455, -5.073], [4.662, -6.663, -6.149], [-1.189, 3.568, 1.918], [4.844, -2.181, -4.754], [4.903, -1.351, -4.044], [1.051, -3.309, -2.826], [-3.254, 3.863, 6.515], [-5.872, 1.631, 3.044], [-5.114, 0.914, 3.371], [-2.593, 5.845, 7.387], [6.538, -1.794, -6.223], [0.431, 0.300, -1.754], [4.255, -10.277, -6.140], [-1.807, 7.371, 6.248], [4.353, -6.707, -4.832], [0.104, -0.509, -1.095], [-2.752, 1.722, 3.786], [-4.025, 5.799, 5.690], [-2.636, 4.972, 3.125], [1.072, 0.352, 0.623], [-2.670, 7.878, 7.729], [-1.875, -0.361, -2.042], [-1.429, 2.862, 5.341], [-4.968, 7.997, 4.386], [4.148, -3.373, -4.163], [5.993, -10.464, -6.409], [-3.835, 9.103, 5.183], [-4.817, 7.356, 6.755], [-4.288, 3.307, 4.141], [-4.003, 8.066, 4.884], [-2.152, 3.105, 2.191], [-3.141, 4.240, 2.464], [7.637, -1.707, -6.672], [-0.508, 3.646, 4.043], [-1.209, -1.088, -1.586], [-0.088, 1.995, 4.579], [-6.037, 3.320, 1.735], [-1.731, -1.626, -0.791], [-5.878, 2.506, 5.267], [0.115, -0.084, 0.344], [-3.233, 7.765, 4.174], [4.229, -4.219, -4.843], [-0.657, 0.666, 0.522], [3.541, -0.923, -6.001], [4.797, -8.077, -3.360], [-2.670, 7.183, 6.892], [-0.912, 2.691, 4.393]],
  "atomic_forces_ev_per_a": [[-0.01, 0.03, 0.01], [0.06, 0.10, -0.18], [-0.05, 0.01, 0.00], [-0.02, -0.02, 0.02], [0.00, -0.02, -0.02], [-0.08, 0.02, 0.10], [0.02, 0.12, -0.38], [0.02, 0.02, 0.07], [0.01, -0.01, 0.00], [-0.03, 0.00, 0.01], [0.01, -0.06, -0.02], [0.02, 0.14, 0.01], [0.05, -0.13, 0.13], [0.02, 0.03, 0.02], [-0.05, 0.07, -0.04], [0.02, 0.03, 0.01], [0.03, 0.05, -0.02], [-0.01, -0.02, 0.00], [0.12, -0.09, 0.11], [-0.09, -0.01, 0.05], [-0.04, 0.00, -0.04], [0.00, 0.03, -0.01], [-0.02, -0.03, 0.04], [0.05, 0.00, -0.02], [0.14, 0.02, 0.00], [0.01, -0.02, 0.02], [-0.01, 0.04, 0.04], [-0.01, -0.04, 0.02], [0.00, -0.02, 0.01], [0.01, -0.05, -0.01], [-0.08, -0.14, -0.08], [-0.05, 0.07, -0.04], [-0.03, 0.00, 0.00], [-0.02, 0.03, -0.03], [-0.03, -0.16, 0.41], [-0.07, -0.16, -0.07], [-0.05, 0.10, 0.05], [0.02, -0.05, -0.02], [0.00, -0.01, -0.01], [0.00, 0.01, 0.02], [-0.01, 0.00, 0.03], [-0.01, 0.03, 0.00], [-0.06, 0.00, -0.03], [-0.06, 0.04, -0.06], [0.00, 0.08, -0.10], [-0.14, -0.05, 0.13], [-0.11, -0.01, -0.09], [0.01, 0.00, -0.02], [-0.02, -0.03, 0.03], [0.02, 0.01, -0.03], [0.02, 0.01, -0.16], [0.00, -0.01, 0.00], [0.13, -0.14, 0.03], [0.00, 0.01, 0.00], [-0.02, 0.00, 0.00], [0.00, 0.03, -0.01], [0.03, -0.07, -0.06], [0.07, -0.01, -0.04], [0.05, 0.15, 0.02], [0.13, -0.08, 0.18], [0.02, 0.01, -0.01], [0.06, -0.07, 0.11], [0.00, -0.02, 0.03], [-0.09, 0.04, -0.07], [0.12, 0.04, 0.05], [-0.02, 0.03, 0.01], [-0.03, 0.07, -0.03], [0.06, -0.04, 0.01], [0.00, -0.01, -0.01], [-0.07, 0.06, -0.02], [0.03, -0.01, 0.02], [0.03, 0.03, 0.01], [0.03, 0.03, -0.01], [0.04, 0.01, -0.06], [-0.07, 0.01, -0.02]]
}



[2]
{
  "formula": "C23H38IrNO2P2",
  "method": "ωB97M-V with the def2-TZVPD basis set",
  "total_energy_ev": -51453.5615,
  "total_charge": 0,
  "multiplicity": 5,
  "relative_energy_kcal_mol": 203.2,
  "homo_lumo_gap_ha": [0.1567, 0.1699],
  "homo_energy_ev": [-3.833, -6.475],
  "symbols": ["H", "C", "H", "O", "C", "C", "H", "C", "N", "H", "H", "H", "C", "H", "C", "C", "Ir", "H", "C", "C", "H", "C", "H", "H", "H", "C", "H", "H", "H", "H", "H", "H", "H", "C", "C", "H", "C", "H", "P", "C", "H", "O", "H", "H", "C", "H", "H", "H", "C", "H", "H", "H", "C", "C", "H", "H", "C", "H", "H", "H", "H", "C", "H", "C", "P", "H", "C"],
  "xyz": [[-4.345, -1.014, -1.768], [-0.468, -1.360, 1.938], [2.475, 2.598, -0.709], [-1.568, -0.494, -4.575], [1.312, 3.342, -3.340], [-1.440, 0.076, 4.691], [-1.891, -0.087, -5.397], [3.203, 0.268, 0.738], [0.056, 1.657, -2.169], [1.555, 1.515, 3.782], [0.157, -0.580, -4.512], [-1.879, 0.139, -3.861], [-1.129, 2.078, -2.753], [0.998, -1.992, 4.836], [-1.073, 3.163, -3.679], [-0.086, -1.571, 0.591], [-0.019, 0.008, -0.766], [-0.157, -4.395, 3.370], [-3.270, 0.848, 0.335], [1.093, -0.896, 4.757], [3.154, -0.728, 1.205], [0.294, -2.900, 0.316], [0.169, 4.593, -4.696], [-1.311, 0.315, 5.767], [-2.794, 1.775, 0.689], [-2.336, 1.374, -2.458], [2.084, -0.726, 4.286], [0.615, -3.167, -0.696], [3.234, -1.909, -1.550], [-3.249, 0.100, 1.145], [2.710, 0.986, 1.411], [3.371, 2.034, -2.136], [0.565, -4.926, 1.027], [0.024, -0.034, 1.122], [2.431, 1.909, -1.574], [1.157, -0.562, 5.813], [-0.005, -0.030, 4.004], [-2.011, 0.910, 4.230], [2.277, 0.203, -0.844], [0.543, 1.396, 4.219], [-3.280, 1.798, -2.820], [1.116, -0.831, -4.391], [-3.207, -2.043, -0.824], [4.259, 0.556, 0.588], [0.124, -0.017, 2.534], [2.276, 3.827, -3.527], [-2.863, -1.658, -2.550], [-2.146, -0.771, 4.657], [-3.284, -1.272, -1.609], [4.324, -0.543, -1.989], [-0.103, 2.165, 3.749], [-4.318, 1.056, 0.054], [3.272, -0.877, -1.938], [-0.516, -2.309, 2.915], [-0.975, -0.285, 2.195], [1.097, -1.787, -4.562], [0.267, -3.904, 1.297], [0.243, -0.702, -2.177], [-0.232, -1.231, -1.635], [0.616, 1.646, 5.293], [-2.003, 3.499, -4.148], [0.135, 3.769, -3.977], [2.803, -0.846, -2.936], [1.227, 2.294, -2.416], [-2.317, 0.212, -1.106], [-0.828, -2.050, 3.934], [-0.133, -3.615, 2.600]],
  "atomic_forces_ev_per_a": [[0.42, -0.08, 0.07], [-1.87, -1.66, 0.69], [0.10, -0.27, -0.07], [-0.74, 0.76, 0.22], [-1.25, 0.01, -0.25], [-0.13, -0.05, -0.19], [0.18, -0.20, 0.32], [0.05, -0.04, -0.07], [-1.31, -0.97, 1.42], [-0.51, -0.17, 0.25], [0.91, -0.16, 0.12], [0.43, -0.66, -0.85], [-0.14, 0.94, -1.01], [-0.34, 0.51, -0.38], [-2.41, -1.92, 1.13], [0.76, -3.59, -1.60], [-0.34, 0.84, -0.31], [-0.08, 0.26, -0.35], [-0.24, 0.27, -0.28], [0.06, -0.18, 0.48], [0.01, 0.33, -0.11], [0.10, 0.86, -0.30], [0.04, -0.37, 0.31], [0.12, -0.06, -0.57], [-0.14, -0.34, -0.11], [0.20, 1.12, 0.32], [-0.65, 0.10, 0.19], [-0.19, 0.09, 0.22], [0.03, 0.35, -0.15], [0.10, 0.20, -0.37], [0.14, -0.27, -0.23], [-0.29, -0.09, 0.19], [-0.16, 0.54, 0.06], [3.09, 5.48, 2.74], [-0.18, 0.11, 0.08], [-0.05, 0.14, -0.47], [1.73, 2.70, 1.47], [0.55, -0.31, 0.21], [0.93, 0.76, -0.03], [0.46, 1.44, 0.81], [0.35, -0.21, -0.05], [-0.79, -0.36, -0.25], [0.03, 0.32, -0.26], [-0.47, -0.14, -0.02], [0.15, -0.06, -1.10], [-0.41, -0.21, 0.05], [-0.16, 0.04, 0.34], [0.64, -0.04, -0.19], [0.05, 0.18, -0.14], [-0.49, -0.09, 0.07], [0.24, -0.47, 0.18], [0.39, -0.08, 0.15], [-0.17, -0.09, 0.03], [0.28, -4.65, 1.33], [-4.16, 0.65, 0.90], [0.12, 0.41, 0.04], [0.41, -0.98, -0.63], [0.62, -0.62, -2.46], [-0.58, -2.07, -1.63], [-0.01, -0.06, -0.28], [0.33, -0.19, 0.23], [2.84, 1.63, -0.86], [0.23, -0.01, 0.37], [1.64, 0.39, -0.20], [0.06, -0.27, 0.94], [0.15, -0.41, -1.03], [-0.68, 0.96, 0.84]]
}



[3]
{
  "formula": "C23H38N2O10",
  "method": "ωB97M-V with the def2-TZVPD basis set",
  "total_energy_ev": -47926.7401,
  "total_charge": 0,
  "relative_energy_kcal_mol": 0.1,
  "homo_lumo_gap_ha": 0.3688,
  "homo_energy_ev": -9.406,
  "symbols": ["C", "H", "O", "C", "O", "O", "O", "H", "O", "H", "H", "H", "O", "H", "H", "H", "C", "C", "H", "H", "C", "H", "C", "C", "C", "C", "H", "H", "C", "H", "H", "O", "H", "C", "H", "H", "H", "C", "H", "H", "C", "H", "H", "O", "H", "H", "C", "N", "H", "C", "H", "C", "H", "H", "C", "O", "H", "H", "H", "C", "C", "H", "O", "H", "C", "C", "C", "H", "N", "H", "H", "C", "H"],
  "xyz": [[1.617, 2.505, 2.646], [-1.678, -2.435, -3.187], [0.578, -1.190, 0.523], [1.822, 1.127, -1.674], [-2.578, -0.447, -0.597], [1.894, 0.398, 3.790], [3.248, -0.721, -2.017], [-2.414, 0.740, 1.455], [-0.053, -2.871, 1.873], [-3.616, -1.757, -1.797], [3.291, -4.047, -2.522], [-3.766, -0.223, 2.057], [1.452, -0.572, -3.351], [-0.606, -1.403, -2.238], [-2.143, -0.242, 3.807], [1.235, 3.172, 3.423], [1.236, 1.088, 3.036], [-0.373, -0.696, 2.693], [-5.660, 3.520, -1.361], [-0.116, 0.655, -0.927], [0.096, -1.600, 1.554], [-3.901, 1.920, -0.587], [-3.678, 2.979, -0.758], [3.761, 1.717, 1.521], [2.909, -3.132, -2.080], [0.307, -3.874, 0.917], [1.134, 2.773, 1.707], [3.468, -1.851, -3.729], [-1.889, -0.804, 2.907], [-3.703, 3.498, 0.206], [-2.135, -1.855, 3.068], [3.571, 2.963, -0.530], [0.138, -1.055, 3.598], [-2.691, -1.163, 0.523], [-0.415, 1.243, 1.822], [0.469, -3.393, -0.052], [4.840, 1.881, 1.512], [3.654, -1.935, -2.653], [2.075, 0.287, 0.221], [-4.591, 3.076, -2.700], [-0.024, 2.803, -1.213], [-1.744, -4.420, 0.609], [-0.076, 3.462, -2.077], [-2.821, -2.360, 0.549], [-0.108, 1.156, -2.625], [-0.570, -5.642, 0.078], [-1.515, -1.996, -2.207], [2.373, 1.069, -0.345], [-0.905, -5.414, 1.802], [3.134, 2.669, 2.546], [-4.407, 4.642, -1.908], [-2.719, -0.265, 1.741], [2.329, 1.959, -2.185], [1.247, -4.323, 1.255], [-1.348, 2.777, -0.500], [-2.357, 3.074, -1.300], [0.742, 3.165, -0.527], [-2.857, -0.338, -2.580], [3.564, 0.686, 1.811], [2.131, -0.152, -2.449], [-0.802, -4.909, 0.846], [4.726, -2.007, -2.463], [-1.483, 2.473, 0.666], [3.368, 3.698, 2.269], [-4.648, 3.595, -1.747], [-2.715, -1.136, -1.848], [0.309, 1.365, -1.640], [3.043, -3.172, -1.002], [0.079, 0.656, 2.482], [3.573, 2.459, 3.523], [-1.400, -2.795, -1.480], [3.246, 1.990, 0.122], [1.848, -3.047, -2.303]],
  "atomic_forces_ev_per_a": [[0.37, 0.01, 0.19], [0.01, -0.04, -0.14], [0.04, -0.09, -0.21], [-0.18, 0.02, -0.10], [0.11, 0.34, -0.05], [0.36, -0.13, 0.21], [0.25, 0.00, 0.21], [-0.15, -0.06, 0.04], [-0.16, -0.16, 0.32], [0.07, 0.16, -0.04], [0.04, -0.13, -0.04], [0.00, 0.03, -0.08], [0.01, -0.07, -0.11], [0.08, 0.01, -0.05], [0.04, -0.06, 0.00], [-0.08, 0.00, -0.05], [-0.26, 0.38, -0.21], [0.10, -0.07, 0.24], [-0.11, -0.01, 0.03], [-0.01, -0.02, -0.06], [0.26, 0.36, 0.31], [0.07, 0.14, 0.03], [-0.50, -0.03, 0.35], [0.04, 0.26, 0.03], [0.08, 0.40, -0.06], [0.06, -0.35, -0.55], [-0.11, 0.04, 0.00], [0.12, 0.00, 0.15], [0.05, -0.03, -0.17], [0.01, -0.12, -0.14], [-0.03, 0.05, 0.08], [0.16, 0.44, -0.12], [-0.14, 0.02, -0.24], [-0.22, 0.22, 0.23], [0.12, 0.11, -0.03], [0.02, -0.09, 0.18], [-0.03, -0.08, -0.08], [-0.04, -0.45, -0.32], [0.08, 0.05, 0.09], [-0.06, -0.03, -0.12], [-0.07, -0.16, 0.07], [-0.04, -0.03, -0.06], [0.06, 0.03, 0.02], [-0.03, -0.11, -0.03], [-0.04, -0.03, 0.04], [0.04, -0.11, -0.07], [-0.14, 0.24, 0.27], [-0.32, -0.11, -0.10], [-0.03, -0.12, 0.08], [-0.11, -0.14, -0.03], [-0.03, 0.11, -0.03], [0.15, -0.12, 0.09], [-0.06, -0.19, 0.03], [-0.09, 0.13, -0.06], [0.53, 0.08, 0.01], [-0.13, 0.15, -0.42], [-0.09, 0.05, 0.04], [-0.03, -0.08, 0.08], [0.05, -0.04, 0.02], [-0.13, 0.30, 0.05], [0.15, 0.36, 0.17], [-0.13, 0.04, -0.05], [-0.07, 0.08, 0.09], [0.02, -0.01, 0.05], [0.43, -0.13, 0.13], [-0.08, -0.48, -0.32], [0.18, 0.04, -0.11], [0.01, -0.05, 0.11], [-0.49, -0.32, -0.07], [0.01, 0.06, -0.04], [0.03, -0.08, 0.01], [0.08, -0.34, 0.30], [-0.09, -0.04, 0.00]]
}